Entry 1:
This record from the Open Molecules 2025 dataset describes a molecular structure, C32H65BrF3N2O12P2S. The level of theory is ωB97M-V with the def2-TZVPD basis set.

Geometry as XYZ:
```
118
Properties=species:S:1:pos:R:3:lowdin_charge:R:1
C -1.18656 4.55213 5.90286 0.04
C -0.99739 3.35416 6.69801 -0.07
C -2.19582 2.31555 6.77893 -0.37
O -3.36978 2.72306 6.53129 0.06
O -2.06020 0.92112 7.07565 -0.08
C -1.47167 0.23391 5.94193 -0.19
C -2.56316 -0.17043 4.80168 -0.13
C -2.56450 0.89721 3.59332 -0.20
C -2.42399 0.21364 2.11955 -0.17
C -1.80633 1.32749 1.13750 -0.18
C -0.40843 0.92500 0.44449 -0.13
C 0.84983 1.78032 0.92836 -0.22
C 1.12876 3.25984 0.24964 -0.33
C 0.92382 3.09256 -1.33686 -0.16
C -0.49467 3.60464 -1.89724 -0.16
F -0.62338 5.03705 -1.94050 -0.09
P 0.30832 4.78911 1.11144 0.96
N 0.85165 6.29197 0.29912 -0.14
O -1.38836 4.80909 0.90372 -0.31
C 2.68638 3.41093 0.82727 -0.32
F 2.54081 4.38509 1.88809 -0.17
C 3.71586 4.12545 -0.16234 -0.06
C 4.97139 4.85902 0.48854 -0.14
O 6.19693 4.04899 0.32111 -0.07
C 6.85353 3.87233 1.57714 -0.25
O 8.09266 3.63806 1.59166 0.05
N 3.14120 2.18109 1.61857 -0.31
O 4.40540 1.82883 1.11899 -0.22
P 3.50878 2.33842 3.36457 0.48
S 1.99577 2.57328 4.54311 0.33
C 2.27782 1.01624 1.09166 -0.51
Br 3.25665 0.61478 -0.65862 0.97
C 2.34235 -0.42947 1.76353 -0.18
C 1.69404 -0.61091 3.20502 -0.18
F 0.38927 -0.04903 3.38499 -0.09
H -1.48777 4.47002 4.80413 0.08
H -1.03979 5.59080 6.37347 0.09
H 0.01592 3.21549 7.19877 0.10
H -0.60457 0.85877 5.52933 0.09
H -1.02728 -0.75939 6.31880 0.13
H -3.58381 -0.10713 5.30705 0.13
H -2.29088 -1.19949 4.39139 0.10
H -1.69474 1.63156 3.81406 0.09
H -3.51807 1.54755 3.60605 0.13
H -1.79913 -0.73594 2.22739 0.09
H -3.49238 -0.05216 1.79739 0.12
H -2.60720 1.62692 0.35700 0.12
H -1.60391 2.25800 1.77546 0.09
H -0.57861 0.88942 -0.68291 0.11
H -0.19954 -0.17036 0.76259 0.11
H 0.61865 2.09358 2.01132 0.11
H 0.99615 1.98899 -1.68141 0.09
H 1.71820 3.64203 -1.97633 0.12
H -1.40070 3.07907 -1.40288 0.12
H -0.53188 3.25388 -3.00079 0.14
H 1.61428 6.72170 0.86303 0.04
H 1.24184 6.08877 -0.63363 0.02
H -1.75096 3.98208 0.52037 0.02
H 4.12015 3.42924 -0.99422 0.13
H 3.11106 4.93174 -0.73101 0.13
H 5.11093 5.87036 -0.05512 0.16
H 4.90647 5.10249 1.59926 0.12
H 6.33435 3.87488 2.59458 0.13
H 4.90939 1.30853 1.79176 0.12
H 4.37796 3.47181 3.50629 0.02
H 4.26158 1.19878 3.86756 0.05
H 3.46251 -0.71636 1.85573 0.13
H 1.90372 -1.20262 1.02460 0.13
H 2.42466 -0.25267 4.02776 0.09
H 1.58830 -1.74922 3.39160 0.15
C 6.22960 -1.27137 -6.35231 -0.10
O 5.78890 0.07896 -6.41364 -0.19
C 4.41603 0.21742 -6.05734 -0.20
C 4.26559 0.77829 -4.64773 -0.20
O 4.69862 -0.16489 -3.66656 -0.23
C 5.98005 0.15487 -3.14048 -0.12
H 7.31453 -1.28088 -6.47318 0.09
H 5.97993 -1.73401 -5.39456 0.08
H 5.78347 -1.84526 -7.17027 0.09
H 3.88639 -0.73617 -6.15754 0.13
H 3.97372 0.92408 -6.76644 0.13
H 3.20450 0.97249 -4.45802 0.12
H 4.80436 1.72642 -4.54487 0.13
H 5.90940 1.04139 -2.50138 0.07
H 6.71030 0.32713 -3.93446 0.09
H 6.31786 -0.68538 -2.53150 0.09
C -4.36456 -5.12307 -0.37402 -0.10
O -3.57460 -5.57610 0.71784 -0.18
C -2.58113 -4.62811 1.09710 -0.20
C -2.98073 -3.88725 2.36852 -0.20
O -4.09194 -3.02443 2.13573 -0.21
C -5.30722 -3.56241 2.64119 -0.10
H -5.19950 -5.81482 -0.50105 0.09
H -4.76398 -4.12221 -0.19492 0.09
H -3.76686 -5.12726 -1.29106 0.08
H -2.37855 -3.92454 0.28164 0.12
H -1.66269 -5.19159 1.29159 0.12
H -2.14429 -3.25346 2.68394 0.10
H -3.19363 -4.59066 3.18024 0.13
H -5.29935 -3.53437 3.73482 0.09
H -5.46862 -4.58678 2.29694 0.09
H -6.12951 -2.94036 2.28454 0.09
C -6.51799 -5.88492 -7.03614 -0.11
O -5.14442 -6.21910 -6.89002 -0.19
C -4.37644 -5.13718 -6.36845 -0.20
C -4.04912 -5.35158 -4.89486 -0.20
O -5.22074 -5.25628 -4.08628 -0.20
C -5.69518 -6.52998 -3.67184 -0.11
H -7.06627 -6.79756 -7.27789 0.09
H -6.93004 -5.46204 -6.11699 0.08
H -6.64221 -5.17573 -7.86052 0.09
H -4.89110 -4.18199 -6.51975 0.12
H -3.44115 -5.10921 -6.93652 0.12
H -3.36894 -4.55855 -4.56675 0.12
H -3.54435 -6.31144 -4.74250 0.13
H -5.01310 -6.95615 -2.92976 0.08
H -5.80099 -7.21552 -4.51614 0.09
H -6.67314 -6.39552 -3.20681 0.09
```

Output
Highest occupied orbital energy: -10.5 eV
2S+1: 1
Net charge: +1
Kohn-Sham gap: 6.41 eV

Entry 2:
This record from the Open Molecules 2025 dataset describes 3 unconnected molecules or ions with the total composition C5H15NS. The level of theory is ωB97M-V with the def2-TZVPD basis set.

Geometry as XYZ:
```
22
Properties=species:S:1:pos:R:3:mulliken_spin:R:1
C -0.94409 2.19065 -1.58694 0.11
C -0.92461 2.25089 -0.08192 -0.03
S -2.23856 1.18335 0.80765 0.33
H -1.89909 2.57446 -1.94613 -0.05
H -0.75299 1.20588 -1.99848 -0.01
H -0.15579 2.89317 -1.91761 0.01
H -1.05176 3.29842 0.20495 0.01
H 0.06277 1.95803 0.29871 0.02
C -0.06915 -2.20772 -0.87781 -0.01
C 1.08064 -1.66084 -0.01930 0.00
N 0.64527 -1.45853 1.36662 0.00
C 1.43379 -0.42025 2.01740 0.02
H -0.53488 -1.37838 -1.42249 0.02
H 0.27190 -2.99374 -1.54940 0.00
H -0.84950 -2.53971 -0.19416 0.00
H 1.91498 -2.38205 -0.01482 0.00
H 1.44546 -0.70807 -0.41622 0.00
H 0.74494 -2.30465 1.91235 0.00
H -3.01974 0.87460 -1.10307 0.58
H 2.52730 -0.56814 1.95341 0.00
H 1.12288 -0.32359 3.05871 -0.01
H 1.19023 0.51625 1.50855 -0.01
```

Output
ΔE to the lowest compared entry with this formula, charge and spin: 129.3 kJ/mol
Highest occupied orbital energy (spin up / spin down): -1.0 / -2.7 eV
2S+1: 2
Net charge: -1
Kohn-Sham gap (spin up / spin down): 4.62 / 6.36 eV

Entry 3:
This record from the Open Molecules 2025 dataset describes C4H6ClNO2 in the gas phase. The level of theory is ωB97M-V with the def2-TZVPD basis set.

Geometry as XYZ:
```
14
Properties=species:S:1:pos:R:3:lowdin_charge:R:1
C 1.75591 -1.01991 0.00445 -0.07
O 0.94027 -0.60235 -1.13662 -0.12
C -0.20003 0.07708 -0.95530 -0.22
C -0.20827 1.54785 -0.28106 -0.43
O 0.43070 2.53361 -0.46713 0.11
N -1.06895 1.15090 0.71072 0.06
C -1.17084 -0.24082 0.36694 -0.52
Cl -2.96440 -0.63379 -0.01129 0.50
H 1.93794 -0.31184 0.89711 0.11
H 2.80210 -1.40796 -0.20036 0.10
H 1.16937 -1.90328 0.54451 0.11
H -0.89841 -0.00267 -1.83603 0.16
H -1.64705 1.72615 1.31498 0.15
H -0.87833 -0.91296 1.04908 0.04
```

Output
SMILES string: CO[C@@H]1C(=O)N[C@H]1Cl
ΔE to the lowest compared entry with this formula, charge and spin: 238.6 kJ/mol
Highest occupied orbital energy: -9.6 eV
2S+1: 1
Kohn-Sham gap: 10.34 eV

Entry 4:
This record from the Open Molecules 2025 dataset describes a molecular structure, C32H45BrN2P2Sr. The level of theory is ωB97M-V with the def2-TZVPD basis set.

Geometry as XYZ:
```
83
Properties=species:S:1:pos:R:3:lowdin_charge:R:1
N -5.66843 4.89281 -4.76657 0.09
C -5.58869 5.52858 -3.60396 -0.10
C -4.50272 5.34565 -2.73330 0.02
C -3.47378 4.42457 -3.06685 -0.19
C -3.61502 3.78104 -4.33252 0.03
C -4.73735 4.02946 -5.13650 -0.10
C -2.30534 4.13303 -2.23456 0.02
Sr 0.79812 3.17193 -1.02289 1.30
P 4.79973 -0.01485 -0.99294 0.96
C -1.33789 3.19652 -2.65071 -0.30
C -1.52526 1.72885 -2.66059 -0.31
C -0.69701 0.90957 -3.47883 -0.08
C -0.59996 -0.46475 -3.28623 -0.13
C -1.44860 -1.09498 -2.35160 -0.34
C -2.39887 -0.32017 -1.65209 -0.10
C -2.48814 1.05421 -1.86311 -0.02
Br 0.89398 0.21563 -0.56933 0.12
H -2.21408 4.68637 -1.25964 0.14
H -0.50484 3.53629 -3.34579 0.13
H -4.48357 5.90958 -1.80084 0.12
H -2.87203 3.08037 -4.71346 0.12
H -6.38463 6.23415 -3.35002 0.13
H -4.87613 3.54003 -6.10320 0.12
H -0.08075 1.40250 -4.24150 0.13
H -3.28114 1.63645 -1.38800 0.13
H 0.20244 -1.02700 -3.77416 0.10
H -2.99789 -0.83719 -0.88470 0.10
P -1.33099 -2.82441 -1.82662 1.00
C 4.10789 1.68338 -0.83622 -0.51
C 5.26368 2.67311 -1.05892 -0.19
H 3.67663 1.78498 0.17441 0.06
H 3.31401 1.79762 -1.59783 0.00
H 4.98729 3.68067 -0.73310 0.06
H 6.16305 2.37075 -0.50212 0.07
H 5.53824 2.73372 -2.11838 0.07
C 4.06928 -0.74727 -2.50753 -0.46
C 4.92065 -1.89600 -3.07816 -0.16
H 4.01558 0.07621 -3.23537 0.07
H 3.04950 -1.06616 -2.23928 0.02
H 4.57192 -2.14480 -4.08716 0.07
H 5.97846 -1.61722 -3.16098 0.07
H 4.85683 -2.81616 -2.48702 0.07
C 4.05300 -1.09910 0.29026 -0.47
C 5.03681 -1.54749 1.37501 -0.17
H 3.67058 -1.98996 -0.23149 0.07
H 3.19085 -0.55252 0.69107 -0.01
H 4.56217 -2.28369 2.03423 0.07
H 5.91269 -2.02623 0.92496 0.07
H 5.37849 -0.69976 1.97752 0.07
C -0.91397 -2.81163 -0.05387 -0.34
C -1.08674 -4.17238 0.62100 -0.12
H -1.49748 -2.04051 0.47237 0.09
H 0.11815 -2.43042 -0.04369 0.04
H -2.13090 -4.33354 0.92167 0.08
H -0.78951 -5.01423 -0.01955 0.07
H -0.47818 -4.19905 1.53286 0.09
C 0.01588 -3.60097 -2.72161 -0.31
C -0.17708 -3.66524 -4.23822 -0.11
H 0.10174 -4.60588 -2.26660 0.11
H 0.92604 -3.03498 -2.45049 0.10
H -1.01843 -4.31020 -4.51132 0.08
H -0.32900 -2.67346 -4.67949 0.06
H 0.73782 -4.08013 -4.67330 0.09
C -2.90594 -3.67173 -2.06897 -0.30
C -4.07384 -3.09358 -1.28055 -0.13
H -2.75941 -4.73283 -1.78132 0.11
H -3.11810 -3.67360 -3.15425 0.11
H -4.31217 -2.06030 -1.56404 0.06
H -4.98971 -3.68282 -1.42250 0.10
H -3.86951 -3.10562 -0.20104 0.08
N -0.30958 3.11744 1.21807 0.01
C -0.28858 2.37125 2.14217 -0.14
C -0.24755 1.57964 3.31203 -0.23
C -1.40519 1.42085 4.09701 -0.01
C -1.34155 0.73144 5.31278 -0.05
C -0.12483 0.18355 5.74350 -0.04
C 1.02532 0.32201 4.95630 -0.05
C 0.97054 1.02203 3.74644 -0.01
H -2.34378 1.86627 3.76305 0.12
H -2.23554 0.63724 5.93171 0.12
H -0.06764 -0.34297 6.70203 0.12
H 1.97960 -0.09814 5.28974 0.12
H 1.87269 1.16435 3.14439 0.12
```

Output
Highest occupied orbital energy (spin up / spin down): -11.8 / -11.8 eV
2S+1: 1
Net charge: +2
Kohn-Sham gap (spin up / spin down): 4.13 / 4.13 eV

Entry 5:
This record from the Open Molecules 2025 dataset describes 2 unconnected molecules or ions with the total composition C3H8N2O2. The level of theory is ωB97M-V with the def2-TZVPD basis set.

Geometry as XYZ:
```
15
Properties=species:S:1:pos:R:3:lowdin_charge:R:1
C 0.32455 -0.49176 -1.67888 0.18
C 0.55825 1.31305 0.57514 -0.06
N 0.10207 -0.04874 0.30543 -0.24
C -1.51242 -0.07182 0.12778 -0.65
N 0.59410 -0.92171 1.30610 0.07
O -1.73538 0.06498 -1.09546 -0.02
O -2.19009 -0.32819 1.09266 0.07
H 0.40538 -1.87650 1.01618 0.09
H 0.03076 -0.78377 2.15064 0.10
H -0.11367 -0.07685 -2.57386 0.06
H 1.35756 -0.19679 -1.54662 0.05
H 0.16854 -1.55780 -1.57594 0.07
H 1.64042 1.36162 0.45836 0.09
H 0.09165 1.98483 -0.14610 0.10
H 0.27827 1.62947 1.58456 0.10
```

Output
ΔE to the lowest compared entry with this formula, charge and spin: 438.9 kJ/mol
Highest occupied orbital energy (spin up / spin down): -9.6 / -9.6 eV
2S+1: 1
Kohn-Sham gap (spin up / spin down): 9.25 / 9.25 eV

- Look up the 2S+1 of the third one.
  1

Copy entry 3 word for word.
This record from the Open Molecules 2025 dataset describes C4H6ClNO2 in the gas phase. The level of theory is ωB97M-V with the def2-TZVPD basis set.

Geometry as XYZ:
```
14
Properties=species:S:1:pos:R:3:lowdin_charge:R:1
C 1.75591 -1.01991 0.00445 -0.07
O 0.94027 -0.60235 -1.13662 -0.12
C -0.20003 0.07708 -0.95530 -0.22
C -0.20827 1.54785 -0.28106 -0.43
O 0.43070 2.53361 -0.46713 0.11
N -1.06895 1.15090 0.71072 0.06
C -1.17084 -0.24082 0.36694 -0.52
Cl -2.96440 -0.63379 -0.01129 0.50
H 1.93794 -0.31184 0.89711 0.11
H 2.80210 -1.40796 -0.20036 0.10
H 1.16937 -1.90328 0.54451 0.11
H -0.89841 -0.00267 -1.83603 0.16
H -1.64705 1.72615 1.31498 0.15
H -0.87833 -0.91296 1.04908 0.04
```

Output
SMILES string: CO[C@@H]1C(=O)N[C@H]1Cl
ΔE to the lowest compared entry with this formula, charge and spin: 238.6 kJ/mol
Highest occupied orbital energy: -9.6 eV
2S+1: 1
Kohn-Sham gap: 10.34 eV